{
  "formula": "H28O14",
  "method": "wB97M-V/def2-TZVPD",
  "species": ["H", "H", "H", "H", "H", "H", "H", "H", "H", "H", "H", "H", "H", "H", "H", "H", "H", "H", "H", "H", "H", "H", "H", "H", "H", "H", "H", "H", "O", "O", "O", "O", "O", "O", "O", "O", "O", "O", "O", "O", "O", "O"],
  "coordinates": [[-0.154, 0.973, 0.724], [0.229, -0.035, -0.348], [-1.478, -2.281, 3.689], [-0.860, -0.925, 3.389], [-0.822, -2.743, -2.717], [-1.459, -4.080, -3.057], [2.297, -4.646, -1.612], [1.970, -3.164, -1.688], [-1.226, -0.791, -5.511], [-0.670, -1.508, -4.291], [3.588, -0.675, 2.138], [4.990, -0.263, 1.723], [0.439, -1.463, 1.720], [1.329, -2.642, 2.080], [-1.212, 3.213, 0.687], [-1.716, 4.354, -0.181], [-0.811, 2.985, -3.733], [-0.422, 1.557, -3.385], [-2.157, 0.766, 2.259], [-3.070, 1.638, 3.105], [-3.006, -2.126, -0.562], [-1.662, -2.596, -0.030], [2.254, 3.825, 1.809], [1.683, 2.417, 1.810], [-1.638, 0.903, -4.541], [-1.143, 0.013, -3.413], [1.015, 4.833, 4.617], [-0.046, 3.944, 3.987], [0.512, 0.312, 0.506], [-1.530, -1.542, 3.072], [-0.731, -3.500, -3.306], [2.653, -3.777, -1.395], [-0.624, -0.671, -4.767], [4.510, -0.741, 2.409], [0.906, -2.211, 1.329], [-1.779, 3.992, 0.710], [-0.044, 2.415, -3.611], [-2.368, 0.982, 3.174], [-2.313, -2.777, -0.718], [2.517, 2.899, 1.848], [-1.918, 0.504, -3.709], [0.676, 3.930, 4.625]],
  "forces_ev_per_angstrom": [[0.1, 0.0, -0.1], [0.2, -0.1, 0.0], [0.0, 0.0, -0.1], [-0.3, 0.1, 0.2], [-0.2, -0.4, 0.4], [0.0, 0.1, 0.1], [0.0, 0.1, 0.0], [0.1, -0.1, 0.1], [0.1, -0.2, 0.1], [0.2, -0.6, -0.6], [0.1, 0.0, 0.0], [0.0, 0.0, 0.1], [0.0, 0.0, -0.2], [0.0, -0.2, -0.2], [0.0, 0.2, 0.0], [0.0, 0.0, 0.0], [0.1, -0.1, 0.1], [-0.1, 0.5, 0.1], [-0.2, -0.2, 0.1], [0.1, 0.0, 0.1], [0.0, -0.1, 0.0], [0.1, -0.2, 0.2], [0.1, -0.1, 0.1], [0.2, -0.1, 0.0], [-0.2, -0.2, 0.5], [-0.9, 0.4, -0.3], [0.0, -0.1, 0.1], [0.0, 0.0, 0.1], [-0.4, 0.4, 0.1], [0.3, -0.3, 0.0], [0.2, 0.3, -0.2], [-0.1, -0.1, -0.1], [3.6, -3.4, -3.0], [-0.1, 0.0, -0.1], [0.1, -0.2, 0.2], [0.1, -0.2, 0.0], [0.4, 0.5, 0.0], [0.0, 0.5, -0.2], [0.1, 0.3, -0.1], [-0.2, 0.1, -0.2], [-3.2, 2.8, 2.9], [-0.1, 0.2, -0.2]],
  "lowdin_charge": [0.03, 0.05, 0.05, 0.03, 0.01, 0.05, 0.03, 0.02, 0.09, 0.04, 0.02, 0.04, -0.02, 0.05, 0.01, 0.04, 0.04, -0.02, 0.02, 0.05, 0.05, 0.03, 0.03, 0.01, 0.05, 0.01, 0.04, 0.02, -0.03, -0.06, -0.05, -0.06, -0.07, -0.06, -0.07, -0.05, -0.07, -0.06, -0.04, -0.05, -0.11, -0.06],
  "homo_energy_ev": -10.3257,
  "orbital_gap_ha": 0.3553,
  "fmax_ev_per_a": 5.71,
  "charge": 0,
  "de_lowest_kcal_mol": 110.6,
  "total_energy_ev": -29116.857
}

***

{
  "formula": "C35H28F3IrN2O10SSb2",
  "method": "wB97M-V/def2-TZVPD",
  "species": ["Ir", "O", "C", "O", "C", "C", "C", "C", "C", "C", "O", "N", "O", "O", "N", "O", "O", "H", "H", "C", "C", "C", "Sb", "C", "C", "C", "C", "C", "C", "C", "C", "C", "C", "C", "C", "Sb", "C", "C", "C", "C", "C", "C", "C", "C", "C", "C", "C", "C", "H", "H", "H", "H", "H", "H", "H", "H", "H", "H", "H", "H", "H", "H", "H", "H", "H", "H", "H", "H", "H", "H", "H", "H", "H", "H", "F", "C", "F", "F", "S", "O", "O", "O"],
  "coordinates": [[0.328, -1.810, -0.226], [4.583, -0.625, -0.143], [3.505, -1.163, -0.065], [2.355, -0.559, -0.264], [3.360, -2.635, 0.229], [4.312, -3.536, -0.190], [4.057, -4.900, -0.079], [2.830, -5.388, 0.333], [1.878, -4.478, 0.743], [2.161, -3.094, 0.839], [1.364, -2.267, 1.477], [0.509, -4.936, 0.932], [0.316, -6.100, 1.192], [-0.395, -4.115, 0.766], [5.080, -5.853, -0.511], [4.815, -7.034, -0.428], [6.129, -5.399, -0.917], [5.237, -3.188, -0.626], [2.611, -6.445, 0.301], [-1.227, 0.614, 2.566], [-0.750, 2.058, 2.490], [0.730, 2.221, 2.254], [1.551, 1.520, 0.385], [3.323, 2.699, 0.375], [3.224, 4.037, 0.003], [4.344, 4.853, 0.061], [5.560, 4.335, 0.483], [5.659, 3.001, 0.843], [4.543, 2.177, 0.787], [0.376, 2.518, -1.072], [-0.373, 3.642, -0.738], [-1.080, 4.318, -1.723], [-1.049, 3.863, -3.032], [-0.312, 2.735, -3.363], [0.403, 2.060, -2.386], [-1.724, -0.220, 0.638], [-3.011, -1.737, 1.371], [-4.263, -1.961, 0.808], [-5.061, -2.993, 1.278], [-4.608, -3.811, 2.303], [-3.355, -3.601, 2.858], [-2.555, -2.569, 2.389], [-3.201, 1.229, 0.154], [-4.231, 1.434, 1.069], [-5.177, 2.420, 0.833], [-5.092, 3.205, -0.311], [-4.070, 2.995, -1.223], [-3.124, 2.004, -0.995], [-2.156, 0.559, 3.133], [-0.502, -0.036, 3.057], [-0.964, 2.561, 3.441], [-1.333, 2.600, 1.742], [1.320, 1.701, 3.011], [1.028, 3.274, 2.275], [2.284, 4.450, -0.343], [4.266, 5.892, -0.232], [6.433, 4.972, 0.523], [6.608, 2.592, 1.163], [4.639, 1.128, 1.040], [-0.409, 4.003, 0.281], [-1.660, 5.193, -1.463], [-1.604, 4.388, -3.798], [-0.297, 2.375, -4.383], [0.957, 1.168, -2.645], [-4.617, -1.335, -0.003], [-6.034, -3.163, 0.837], [-5.229, -4.620, 2.663], [-2.992, -4.253, 3.640], [-1.565, -2.428, 2.812], [-4.310, 0.819, 1.957], [-5.983, 2.571, 1.538], [-5.829, 3.975, -0.492], [-4.006, 3.600, -2.118], [-2.346, 1.821, -1.727], [-1.589, -2.722, -4.829], [-0.575, -2.013, -4.340], [0.476, -2.811, -4.193], [-0.262, -1.048, -5.207], [-1.030, -1.272, -2.720], [-2.169, -0.437, -2.947], [0.201, -0.586, -2.300], [-1.243, -2.438, -1.841]],
  "forces_ev_per_angstrom": [[-0.2, 0.5, -0.2], [0.2, -0.1, -0.1], [0.1, -0.4, 0.2], [-0.3, -0.1, -0.6], [-0.1, 0.1, 0.0], [-0.1, 0.0, 0.0], [-0.1, 0.0, 0.0], [0.1, 0.1, -0.1], [0.1, 0.0, -0.1], [0.1, 0.0, 0.1], [-0.2, -0.1, 0.0], [0.0, 0.1, 0.1], [0.0, 0.0, 0.0], [0.0, -0.3, 0.0], [-0.1, 0.1, 0.0], [0.0, -0.2, 0.0], [0.1, 0.0, -0.1], [0.0, 0.0, 0.0], [0.0, 0.0, 0.0], [-0.2, 0.0, -0.1], [-0.2, 0.1, 0.2], [0.3, 0.3, 0.0], [0.1, 0.4, 0.1], [-0.1, -0.1, -0.1], [0.0, 0.0, 0.0], [0.0, 0.0, 0.0], [0.0, 0.0, 0.0], [0.0, 0.0, 0.0], [0.0, -0.1, 0.2], [0.1, 0.0, 0.0], [0.1, 0.1, -0.1], [0.1, 0.1, 0.0], [0.0, 0.0, 0.0], [0.0, 0.1, 0.0], [0.3, 0.2, -0.1], [0.0, -0.4, 0.7], [0.0, 0.0, -0.1], [0.0, 0.0, 0.0], [0.0, 0.0, 0.0], [0.0, 0.0, 0.0], [0.0, 0.0, 0.0], [0.0, 0.0, 0.0], [0.2, 0.0, -0.2], [0.0, 0.1, 0.0], [0.0, 0.0, 0.0], [0.0, 0.0, 0.0], [-0.1, 0.0, 0.0], [0.0, -0.2, -0.1], [0.0, -0.1, 0.0], [0.1, 0.0, 0.0], [-0.1, -0.1, 0.0], [0.0, 0.0, 0.0], [0.0, 0.0, 0.0], [0.0, 0.0, 0.0], [0.0, 0.0, 0.0], [0.0, 0.0, 0.0], [0.0, 0.0, 0.0], [0.0, 0.0, 0.0], [0.0, 0.2, 0.0], [0.0, 0.0, 0.1], [0.0, 0.0, 0.0], [0.0, 0.0, 0.0], [0.0, 0.0, 0.0], [0.1, 0.5, 0.0], [0.0, 0.0, 0.0], [0.0, 0.0, 0.0], [0.0, 0.0, 0.0], [0.0, 0.0, 0.0], [0.0, 0.0, 0.0], [0.0, 0.0, 0.0], [0.0, 0.0, 0.0], [0.0, 0.0, 0.0], [0.0, 0.0, 0.0], [-0.1, 0.0, 0.1], [0.0, 0.1, 0.1], [-0.1, 0.0, -0.1], [0.1, 0.0, 0.0], [0.0, 0.0, 0.1], [-0.2, -0.1, -0.1], [0.1, -0.1, -0.1], [-0.1, -0.9, 0.0], [0.2, 0.1, 0.0]],
  "mulliken_spin": [2.15, 0.03, -0.01, 0.20, 0.11, 0.00, 0.05, -0.02, 0.01, -0.05, 0.10, -0.01, 0.03, 0.03, 0.00, 0.01, 0.01, 0.00, 0.00, 0.02, 0.00, 0.14, 0.66, 0.03, 0.03, 0.00, 0.00, 0.00, -0.02, 0.06, 0.03, 0.00, 0.00, 0.00, -0.01, 0.18, 0.02, 0.01, 0.00, 0.00, -0.01, -0.03, 0.08, 0.00, 0.00, 0.00, 0.00, -0.01, 0.00, 0.00, 0.01, 0.00, -0.01, 0.02, 0.00, 0.00, 0.00, 0.00, -0.01, 0.00, 0.00, 0.00, 0.00, 0.00, 0.00, 0.00, 0.00, 0.00, 0.00, 0.00, 0.00, 0.00, 0.00, 0.00, 0.00, 0.00, 0.00, 0.00, 0.03, 0.02, 0.03, 0.07],
  "homo_energy_ev": [-7.7414, -9.2980],
  "s2": 6.026,
  "orbital_gap_ha": [0.2569, 0.2744],
  "fmax_ev_per_a": 0.87,
  "charge": 0,
  "de_lowest_kcal_mol": 0.0,
  "total_energy_ev": -95096.049,
  "multiplicity": 5
}

***

{
  "formula": "C39H41FN7O4STi",
  "method": "wB97M-V/def2-TZVPD",
  "species": ["Ti", "C", "C", "N", "C", "C", "C", "S", "N", "C", "O", "C", "C", "C", "C", "C", "C", "H", "H", "H", "H", "H", "H", "H", "H", "H", "H", "H", "H", "H", "H", "H", "C", "C", "C", "C", "N", "C", "C", "C", "C", "C", "C", "N", "H", "H", "H", "H", "H", "H", "H", "H", "F", "C", "C", "C", "C", "O", "C", "C", "N", "C", "C", "C", "C", "C", "C", "N", "C", "C", "N", "C", "C", "C", "O", "O", "H", "H", "H", "H", "H", "H", "H", "H", "H", "H", "H", "H", "H", "H", "H", "H", "H", "H"],
  "coordinates": [[1.762, 0.133, -0.640], [1.868, -1.421, 4.979], [2.302, 0.012, 4.718], [3.438, 0.108, 3.792], [4.787, 0.051, 4.398], [5.449, -1.311, 4.287], [3.290, 0.175, 2.469], [1.670, 0.128, 1.840], [4.473, 0.215, 1.805], [4.599, 0.235, 0.507], [3.662, 0.259, -0.364], [5.976, 0.242, -0.062], [6.145, 0.232, -1.443], [7.421, 0.233, -1.986], [8.529, 0.245, -1.148], [8.363, 0.255, 0.231], [7.088, 0.252, 0.774], [1.005, -1.429, 5.647], [2.662, -2.000, 5.451], [1.585, -1.913, 4.048], [2.615, 0.496, 5.643], [1.479, 0.593, 4.313], [4.655, 0.329, 5.443], [5.405, 0.811, 3.929], [4.855, -2.088, 4.769], [6.425, -1.284, 4.774], [5.594, -1.584, 3.242], [5.276, 0.222, -2.084], [7.551, 0.222, -3.060], [9.525, 0.246, -1.571], [9.227, 0.264, 0.882], [6.940, 0.257, 1.846], [1.954, -0.393, -4.938], [1.889, 0.935, -5.411], [1.816, 1.960, -4.514], [1.801, 1.692, -3.133], [1.862, 0.404, -2.683], [1.941, -0.608, -3.597], [1.730, 2.698, -2.110], [1.697, 4.079, -2.379], [1.655, 4.975, -1.352], [1.642, 4.496, -0.029], [1.669, 3.151, 0.180], [1.712, 2.236, -0.828], [2.016, -1.234, -5.615], [1.902, 1.141, -6.473], [1.774, 2.981, -4.864], [2.003, -1.604, -3.181], [1.711, 4.427, -3.402], [1.636, 6.038, -1.555], [1.615, 5.166, 0.819], [1.655, 2.738, 1.178], [-4.560, 2.326, -0.900], [-4.164, 1.016, -0.860], [-2.812, 0.768, -0.769], [-2.349, -0.560, -0.691], [-0.984, -0.870, -0.623], [-0.117, 0.142, -0.632], [-0.572, -2.234, -0.601], [-1.517, -3.204, -0.608], [-2.859, -2.928, -0.618], [-3.812, -4.003, -0.647], [-4.714, -4.184, 0.538], [-3.606, -5.162, 0.274], [-3.319, -1.607, -0.710], [-4.658, -1.314, -0.841], [-5.118, 0.023, -0.904], [-6.525, 0.228, -1.036], [-7.354, -0.298, 0.029], [-7.547, 0.710, 1.150], [-8.157, 1.964, 0.556], [-7.298, 2.534, -0.558], [-7.069, 1.442, -1.591], [0.846, -2.702, -0.578], [1.143, -3.860, -0.455], [1.768, -1.732, -0.699], [-2.111, 1.590, -0.756], [-1.234, -4.245, -0.592], [-4.230, -4.214, -1.626], [-5.734, -4.492, 0.351], [-4.576, -3.495, 1.361], [-3.851, -6.146, -0.098], [-2.750, -5.121, 0.934], [-5.374, -2.116, -0.939], [-6.907, -1.193, 0.454], [-8.335, -0.583, -0.372], [-6.594, 1.012, 1.583], [-8.220, 0.365, 1.933], [-8.297, 2.667, 1.281], [-9.083, 1.738, 0.188], [-6.370, 2.844, -0.086], [-7.823, 3.400, -0.957], [-6.427, 1.832, -2.376], [-8.036, 1.196, -2.053]],
  "forces_ev_per_angstrom": [[0.4, -0.4, 0.9], [-0.1, -0.1, 0.0], [0.2, 0.1, -0.1], [0.0, 0.0, 0.5], [-0.2, 0.1, -0.1], [0.0, -0.1, 0.0], [0.2, -0.3, -0.3], [0.1, 0.3, 0.2], [-0.3, 0.1, 0.4], [-0.3, 0.0, -0.8], [1.1, 0.1, 0.5], [-0.1, 0.0, 0.2], [0.2, 0.0, 0.0], [-0.1, 0.0, 0.1], [0.0, 0.0, 0.0], [0.0, 0.0, 0.0], [0.1, 0.0, 0.0], [0.0, 0.0, 0.0], [0.0, 0.0, 0.0], [0.0, 0.0, 0.0], [0.0, 0.0, 0.0], [0.0, 0.0, 0.0], [0.0, 0.0, 0.0], [0.0, 0.0, 0.0], [0.0, 0.0, 0.0], [0.0, 0.0, 0.0], [0.0, 0.0, 0.0], [0.0, 0.0, 0.0], [0.0, 0.0, 0.0], [0.0, 0.0, 0.0], [0.0, 0.0, 0.0], [0.0, 0.0, 0.0], [0.0, 0.4, -0.5], [0.0, -0.6, -0.1], [0.0, 0.3, 0.4], [0.0, -1.0, -0.6], [0.0, 0.4, -1.1], [0.0, 0.3, 0.8], [-0.1, 0.6, 0.8], [0.0, -0.4, -0.3], [0.0, 0.1, 0.5], [0.0, 0.4, -0.4], [0.0, -0.7, -0.3], [0.0, 1.1, -0.4], [0.0, 0.0, 0.0], [0.0, 0.0, 0.0], [0.0, 0.0, 0.0], [0.0, 0.0, 0.1], [0.0, 0.0, 0.0], [0.0, 0.0, 0.0], [0.0, 0.0, 0.0], [0.0, -0.1, 0.0], [0.2, 0.0, 0.0], [0.1, 0.0, 0.1], [0.0, 0.2, 0.0], [-0.3, -0.3, 0.0], [0.7, 0.7, 0.1], [-1.5, -0.4, 0.0], [0.0, -0.2, 0.0], [-0.3, 0.0, 0.0], [-0.1, 0.1, 0.0], [0.1, 0.0, 0.0], [0.0, -0.1, 0.0], [0.0, 0.0, 0.0], [0.2, -0.1, 0.0], [0.0, -0.1, 0.0], [-0.1, 0.0, -0.1], [0.0, -0.1, 0.1], [0.0, 0.0, 0.0], [-0.1, 0.3, 0.0], [0.1, -0.1, 0.0], [-0.2, 0.1, 0.4], [0.0, -0.1, -0.1], [0.7, 1.0, 0.0], [0.0, -0.4, 0.0], [-0.6, -1.2, -0.5], [0.0, 0.0, 0.0], [0.0, 0.0, 0.0], [0.0, 0.0, 0.0], [0.0, 0.0, 0.0], [0.0, 0.0, 0.0], [0.0, 0.0, 0.0], [0.0, 0.0, 0.0], [0.0, 0.0, 0.0], [0.0, 0.0, 0.0], [0.0, 0.0, 0.0], [0.0, 0.0, 0.0], [0.0, 0.0, 0.0], [0.0, 0.0, 0.0], [0.0, 0.0, 0.0], [-0.1, 0.0, 0.0], [0.0, 0.0, -0.1], [0.0, 0.0, 0.0], [0.0, 0.0, 0.0]],
  "mulliken_spin": [0.62, 0.00, 0.00, 0.00, 0.00, 0.00, 0.00, -0.01, 0.01, 0.01, -0.03, 0.00, 0.00, 0.00, 0.00, 0.00, 0.00, 0.00, 0.00, 0.00, 0.00, 0.00, 0.00, 0.00, 0.00, 0.00, 0.00, 0.00, 0.00, 0.00, 0.00, 0.00, 0.00, 0.06, -0.01, 0.08, 0.01, 0.05, 0.07, -0.01, 0.05, 0.02, 0.04, 0.02, 0.00, 0.01, 0.01, 0.01, 0.01, 0.00, 0.00, 0.01, 0.00, -0.10, 0.29, -0.12, 0.29, 0.03, -0.01, 0.17, 0.05, 0.02, 0.00, 0.00, 0.01, 0.05, 0.12, 0.02, 0.02, 0.00, 0.00, 0.01, 0.01, -0.01, 0.00, 0.01, 0.07, 0.02, -0.01, 0.00, 0.00, 0.00, 0.00, 0.03, 0.00, 0.00, 0.00, 0.00, 0.00, 0.00, 0.00, 0.00, -0.01, 0.00],
  "homo_energy_ev": [-6.7599, -10.0305],
  "s2": 2.041,
  "orbital_gap_ha": [0.1477, 0.2672],
  "fmax_ev_per_a": 1.57,
  "charge": 1,
  "de_lowest_kcal_mol": 0.0,
  "total_energy_ev": -96395.233,
  "multiplicity": 3
}

***

{
  "formula": "C4H14NO2",
  "method": "wB97M-V/def2-TZVPD",
  "species": ["C", "O", "C", "C", "C", "N", "H", "H", "H", "H", "H", "H", "H", "H", "H", "H", "H", "H", "H", "H", "O"],
  "coordinates": [[1.022, 1.805, -0.479], [2.383, 1.454, -0.331], [0.201, 0.543, -0.320], [-1.288, 0.680, -0.559], [-2.004, -0.674, -0.599], [0.505, -0.039, 1.070], [0.744, 2.315, -1.399], [0.731, 2.472, 0.343], [2.833, 2.138, 0.176], [0.654, -0.222, -0.937], [-1.316, 1.078, -1.572], [-1.719, 1.375, 0.164], [-3.004, -0.505, -0.996], [-1.974, -1.180, 0.370], [-1.479, -1.365, -1.258], [-0.225, 0.183, 1.752], [0.769, -1.049, 1.006], [1.355, 0.447, 1.358], [0.095, -3.403, 0.202], [1.029, -3.288, 1.377], [0.684, -2.765, 0.631]],
  "forces_ev_per_angstrom": [[-0.6, 0.3, 1.1], [-0.1, 0.0, 0.0], [0.3, -0.7, 0.4], [0.8, -0.7, -0.5], [0.4, 0.2, 0.2], [0.6, 0.8, -0.2], [0.4, -0.1, -0.3], [-0.1, 0.2, -0.1], [0.1, 0.1, -0.3], [-0.1, -0.1, -0.6], [-0.4, 0.5, 0.1], [-0.2, 0.1, -0.2], [-0.1, -0.4, 0.4], [-0.6, 0.2, 0.1], [0.0, 0.1, -0.4], [0.1, -0.4, -0.1], [-0.9, 0.2, 0.1], [0.2, 0.0, 0.2], [0.0, 0.3, -0.2], [0.1, 0.3, -0.3], [0.1, -0.8, 0.6]],
  "lowdin_charge": [-0.21, -0.03, -0.29, -0.20, -0.08, 0.22, 0.14, 0.14, 0.11, 0.15, 0.13, 0.13, 0.09, 0.07, 0.08, 0.17, 0.11, 0.15, 0.08, 0.09, -0.04],
  "homo_energy_ev": -15.0217,
  "orbital_gap_ha": 0.4394,
  "fmax_ev_per_a": 1.31,
  "charge": 1,
  "de_lowest_kcal_mol": 17.6,
  "total_energy_ev": -9953.998
}